DFT (ωB97M-V with the def2-TZVPD basis set) results for a cluster of 2 separate species, C28H36NO2Si in total.

Atoms and positions in Å:
C1 -1.75445 -1.98834 1.58998
C2 -1.60600 1.51166 -1.72118
C3 -2.99554 -1.97147 0.68746
H1 -3.07850 2.63470 -0.69161
C4 3.08044 -3.57095 3.41097
H2 -3.36252 2.76322 -4.93263
C5 -1.81445 1.53350 -4.12034
C6 1.80420 -3.52588 -2.44673
H3 3.31063 -2.89873 4.22001
O1 -1.46648 1.73716 0.69703
C7 3.37019 1.40867 -0.35192
H4 0.05507 4.61510 2.72014
C8 2.49801 -5.33444 1.34754
H5 -1.97504 -1.57473 2.58036
H6 0.11905 -1.65253 0.73689
C9 -2.87528 2.41102 -4.03659
C10 2.27861 -3.45930 -0.20191
C11 3.04150 -4.93856 3.64470
C12 -2.69961 2.35682 -1.65669
H7 0.77111 2.09978 -2.35270
C13 -1.29169 -0.50287 -0.28078
C14 -0.15524 3.56386 2.54090
C15 -1.19920 1.07323 -2.97278
H8 0.78414 3.02819 2.44179
C16 1.29629 1.71748 -1.49723
C17 2.82905 -3.07188 2.15809
H9 -2.53586 5.33799 1.58358
O2 1.99365 -4.25864 -1.25727
C18 -0.23423 4.23171 -0.40325
H10 -0.66875 3.98947 -1.36885
H11 -1.45938 1.21271 -5.08689
C19 1.31246 0.77946 0.68310
H12 3.19318 2.25647 -2.30168
H13 -3.36710 4.39477 0.35946
H14 -0.39749 0.35900 -3.04675
H15 -1.37535 -3.00522 1.74588
H16 -3.29693 0.14032 0.18754
C20 -3.32336 2.81626 -2.79819
Si1 -1.17102 3.38670 0.98448
N1 -0.73426 -1.12842 0.95042
C21 -0.93419 1.01387 -0.43250
H17 1.57342 -4.22316 -3.25420
C22 2.52824 -3.94565 1.08729
H18 -0.70408 3.16341 3.38845
H19 2.72424 -6.87580 2.79521
H20 -0.26703 5.30921 -0.26642
H21 3.23793 -5.32118 4.63258
C23 -2.76819 4.32735 1.26191
C24 2.75059 -5.81483 2.60753
C25 2.68864 0.88675 0.72529
H22 0.78044 0.39552 1.53566
H23 -3.35359 3.84084 2.03531
H24 4.44410 1.50031 -0.32378
H25 2.71854 -2.98281 -2.69199
C26 -2.80982 -0.74878 -0.22806
C27 2.66975 1.82968 -1.46198
H26 -3.92253 -1.91732 1.26993
H27 2.32036 -2.39496 -0.37678
H28 0.80398 3.91251 -0.39215
H29 3.22874 0.56898 1.60304
H30 -3.22638 -0.90123 -1.23110
H31 2.86247 -2.01197 1.97660
C28 0.59221 1.16963 -0.43500
H32 -0.87660 -1.02089 -1.15734
H33 2.27627 -6.00533 0.53483
H34 -3.05168 -2.89381 0.09620
H35 0.97268 -2.83014 -2.32123
H36 -4.15835 3.49251 -2.72167

E_LUMO ... -5.81 eV
HOMO ... -0.4016 hartree
Energy ... -43077.1257 eV
Charge ... +1


DFT (ωB97M-V with the def2-TZVPD basis set) results for a structure of composition C28H36P2PtSi.

Atoms and positions in Å:
H1 1.70761 0.07415 -1.70576
C1 2.89104 1.46770 2.30374
H2 1.49789 3.52190 -0.58934
C2 -0.65287 1.15852 3.07990
C3 4.50017 1.93086 4.04874
C4 2.06895 1.23338 -4.59971
C5 2.63853 0.45171 4.49971
H3 -1.59560 0.39389 -4.33658
C6 -1.75088 -0.96898 -1.07085
C7 3.81634 1.65581 -0.34684
H4 4.40134 2.52076 -0.00013
C8 -0.96055 -0.48942 -4.43659
H5 0.27107 -1.17837 4.62139
C9 0.61463 -2.83928 -4.57169
C10 -1.57359 2.25444 -2.15004
H6 1.70328 1.78917 -3.57328
C11 -2.50631 -0.76732 0.09510
C12 -0.51613 -1.62101 -0.72094
C13 0.27713 3.58287 -3.01037
H7 1.67909 -2.02543 -2.85825
C14 4.04061 2.13692 2.73947
H8 -2.66020 5.25342 -3.37352
C15 0.89492 -1.85902 -3.61405
H9 1.34478 3.71931 -3.20493
C16 -1.96874 4.45540 -3.10655
H10 0.05335 -2.59980 1.21715
H11 3.61545 1.74009 -1.42283
C17 2.17482 0.66242 3.19964
H12 2.22884 0.14824 -4.61318
H13 -0.32193 2.17252 2.84292
H14 4.58068 2.81334 2.06643
H15 1.21253 -3.76397 -4.57894
C18 3.80839 1.08237 4.91896
H16 -0.50902 -2.06020 3.29262
H17 -3.50878 3.19932 -2.20603
C19 -1.81019 -1.28328 1.20319
C20 1.50338 3.19725 0.46160
C21 -2.44872 3.30480 -2.46749
C22 -0.43643 -2.62160 -5.47578
H18 -0.64505 -3.38003 -6.23159
C23 -0.55145 -1.84528 0.71949
P1 2.25384 1.52413 0.57752
C24 -1.22498 -1.46455 -5.40766
H19 -3.51847 -0.35957 0.11501
H20 1.43786 1.52156 -5.45299
H21 0.12321 -2.19080 -1.38459
C25 -0.22005 2.34695 -2.50000
P2 0.59920 -0.03811 2.59927
H22 -1.93479 1.35862 -1.62712
H23 2.09893 -0.19749 5.17853
H24 -0.77788 1.04961 4.16063
H25 3.05022 1.71543 -4.71979
H26 4.17862 0.91692 5.93116
H27 -2.23021 -1.41574 2.20066
H28 2.09705 3.89680 1.07201
H29 -2.06965 -0.78789 -2.08826
Si1 0.85622 0.83996 -2.77748
C26 -0.60138 4.60154 -3.36509
H30 1.25291 -2.13787 3.48528
H31 5.40983 2.44249 4.37486
H32 0.46788 3.16569 0.82988
H33 4.41055 0.75224 -0.15412
H34 -1.59426 0.94869 2.56902
H35 -0.21054 5.50462 -3.83657
C27 0.37492 -1.49923 3.58504
H36 -2.06337 -1.31628 -6.09215
C28 0.14140 -0.66034 -3.59242
Pt1 0.74138 -0.08453 0.28646

E_LUMO (spin up / spin down) ... 0.48 / 0.35 eV
HOMO (spin up / spin down) ... -0.1327 / -0.2282 hartree
2S+1 ... 3
Energy ... -59316.1917 eV
Charge ... 0
Energy above the lowest of the compared OMol25 structures with the same formula, charge and spin ... 4.096 eV


DFT (ωB97M-V with the def2-TZVPD basis set) results for a structure of composition C28H37BrCl3GeIrN3Si.

Atoms and positions in Å:
Br1 -0.12917 -1.35795 0.09067
C1 4.56089 1.47985 -0.09889
C2 -3.79795 -1.63816 -1.65482
H1 -3.76608 -3.47288 -2.76233
H2 -2.40240 1.52550 -1.24822
N1 2.14723 0.92145 -0.23059
Cl1 -0.13624 -5.56139 -0.27506
C3 6.44798 2.62451 1.09676
C4 -3.41740 1.67547 -0.87379
C5 -2.71044 1.31872 1.48573
H3 -5.42375 0.61900 1.76368
Ge1 1.23396 -4.12663 0.48412
H4 3.25044 4.00653 0.29171
C6 7.40754 3.62065 1.17598
H5 -3.01208 1.00898 2.48148
H6 -5.58531 -3.14676 0.48534
H7 -2.93149 -1.51817 -3.61118
H8 0.00249 1.24838 -0.26871
N2 4.15756 -0.92773 -0.54689
H9 6.36123 1.89946 1.89803
C7 -5.39733 -2.57454 1.39665
H10 0.56604 3.82138 0.14667
C8 3.21802 1.80782 -0.09289
Cl2 2.09652 -3.17622 -1.48571
C9 -5.25152 -1.29591 -2.05736
C10 -2.81860 -0.99553 -2.65666
H11 -1.69058 0.96487 1.31127
C11 8.52828 5.58825 0.22628
C12 6.35365 -0.31114 -0.36048
H12 7.21769 0.31983 -0.22816
C13 7.51396 4.56159 0.15720
H13 5.03602 3.45559 -1.86530
H14 -3.02788 0.05349 -2.83934
C14 5.58408 2.56125 0.00768
H15 -3.95167 -2.16860 3.67877
Ir1 2.18337 -0.99201 -0.57911
C15 1.28021 3.01912 0.04272
C16 -3.60149 -3.16018 -1.72714
C17 4.99570 -2.04081 -0.70370
H16 -3.52736 2.73509 -0.62477
C18 -3.72546 -1.44330 2.89225
H17 -3.13204 -4.00504 0.65211
H18 -3.26334 -3.98700 2.40375
Si1 -3.63875 -0.98530 0.09083
C19 2.66743 3.11972 0.10243
H19 -5.41242 -1.66125 -3.07579
C20 -3.92103 -2.14037 1.53695
C21 0.97245 1.69750 -0.15945
H20 -4.31622 -3.70606 -1.11136
H21 8.07028 3.68021 2.02880
C22 4.98770 0.15096 -0.30753
H22 -6.09017 -1.72755 1.42256
C23 5.69235 3.51411 -1.00414
H23 -4.39811 -0.59802 3.03487
H24 -2.68843 2.41224 1.47945
C24 -3.70071 0.85886 0.39487
C25 6.33144 -1.66171 -0.60300
H25 6.74155 5.24789 -1.72198
N3 9.33570 6.40357 0.28073
H26 -5.88575 0.89889 0.07546
H27 -1.77594 -1.09941 -2.34905
H28 -4.12170 1.46162 -1.67745
H29 -5.23644 2.21702 1.04929
H30 4.60349 -3.03272 -0.85436
H31 -5.44881 -0.22095 -2.06149
H32 -2.69733 -1.10921 3.03999
H33 -1.95410 -3.10884 1.61658
C26 6.65079 4.51303 -0.93294
Cl3 2.99208 -5.04351 1.27249
H34 -5.99168 -1.78172 -1.41513
H35 -2.58779 -3.45922 -1.44988
C27 -5.15128 1.14546 0.84744
H36 7.17729 -2.32315 -0.70326
H37 -5.64103 -3.21867 2.24655
C28 -3.00811 -3.38021 1.52973

E_LUMO (spin up / spin down) ... -6.41 / -8.80 eV
HOMO (spin up / spin down) ... -0.4471 / -0.5063 hartree
2S+1 ... 6
Energy ... -208933.8973 eV
Charge ... +2
Energy above the lowest of the compared OMol25 structures with the same formula, charge and spin ... 1.037 eV


> Among the records above, which one has the lowest charge?

C28H36P2PtSi